(i)
2 unconnected molecules or ions with the total composition C3H4, computed with ωB97M-V/def2-TZVPD.

Positions of all 7 atoms, in Å:
C: -0.74915 -0.63544 -0.03697
C: -0.90706 0.67175 -0.11525
C: 0.49088 -0.01559 -0.31546
H: -1.09176 -1.55847 0.13478
H: -1.54934 1.61250 0.16782
H: 1.61000 -0.29305 1.04744
H: 1.17306 -0.01048 -1.12805

## Properties
Kohn-Sham gap	0.352	hartree
LUMO	1.07	eV

=====

(ii)
A single C3H4 molecule, computed with ωB97M-V/def2-TZVPD.

Positions of all 7 atoms, in Å:
C: -1.71781 0.04301 -0.02499
C: -0.52652 0.00037 -0.19012
C: 0.89924 0.03708 -0.04714
H: -2.82589 -0.04602 0.05339
H: 1.54143 -0.80492 -0.55781
H: 1.14358 -0.25461 0.96824
H: 1.48597 1.02510 -0.20158

## Properties
SMILES	C#CC
Kohn-Sham gap	0.405	hartree
LUMO	1.09	eV

=====

(iii)
2 unconnected molecules or ions with the total composition C3H4, computed with ωB97M-V/def2-TZVPD.

Positions of all 7 atoms, in Å:
C: 0.07625 1.15251 -0.10403
C: -1.27896 0.79138 0.20378
C: -0.34068 -0.14766 0.38848
H: -2.26779 1.10570 0.35757
H: -0.06444 -1.21826 0.60636
H: 1.95151 -1.22644 -0.72612
H: 1.92410 -0.45722 -0.72605

## Properties
SMILES	C1=CC=1.[H][H]
Kohn-Sham gap	0.380	hartree
LUMO	1.01	eV

=====

Stability summary - winner: (ii); margin: 0.1101 hartree.

=====

(i)
A molecular structure, C4H4ClN, computed with ωB97M-V/def2-TZVPD.

Positions of all 10 atoms, in Å:
C: 0.53400 -0.97067 0.60190
C: -0.76475 1.02855 -0.19906
C: -0.16684 0.83741 1.00993
C: 0.08581 -0.99461 -0.76327
N: -0.79735 0.05863 -1.05148
Cl: -0.03146 1.84574 2.35308
H: 1.47751 -0.92548 1.17934
H: -1.27263 1.89597 -0.53664
H: 1.00033 -0.78584 -1.38490
H: -0.06461 -1.98970 -1.20890

## Properties
Kohn-Sham gap (spin up / spin down)	0.298 / 0.304	hartree
LUMO (spin up / spin down)	-0.28 / -0.67	eV

=====

(ii)
2 unconnected molecules or ions with the total composition C4H4ClN, computed with ωB97M-V/def2-TZVPD.

Positions of all 10 atoms, in Å:
C: 3.58959 -0.95412 -0.00399
C: 0.09049 0.05102 -0.75898
C: 0.46105 -0.03345 0.75096
C: 1.21386 0.94596 -0.07645
N: 3.86862 -2.04485 0.21031
Cl: 1.64686 2.54321 -0.03961
H: 0.42104 -0.81923 -1.31226
H: -0.84449 0.62960 -1.02262
H: -0.30859 0.26139 1.53871
H: 0.86954 -1.04242 0.82571

## Properties
Kohn-Sham gap (spin up / spin down)	0.225 / 0.223	hartree
LUMO (spin up / spin down)	-3.04 / -3.07	eV

=====

Stability summary - winner: (i); margin: 0.0479 hartree.

=====

(i)
2 unconnected molecules or ions with the total composition C5H5ClO, computed with ωB97M-V/def2-TZVPD.

Positions of all 12 atoms, in Å:
C: -2.35880 -0.73254 0.12311
C: -1.39660 0.07928 0.12082
C: -3.44474 -1.33940 0.08622
C: -0.25055 0.69587 0.00588
C: 1.12416 0.06863 -0.06005
O: -0.22751 2.10168 0.18787
Cl: -5.31236 0.35853 0.31296
H: -3.94407 -2.23921 0.29271
H: 1.89581 0.49756 -0.63433
H: 1.68208 0.12004 0.83911
H: 0.96894 -0.97720 -0.54600
H: 0.47468 2.33355 -0.38998

## Properties
Kohn-Sham gap (spin up / spin down)	0.273 / 0.273	hartree
LUMO (spin up / spin down)	-2.01 / -2.01	eV

=====

(ii)
2 unconnected molecules or ions with the total composition C5H5ClO, computed with ωB97M-V/def2-TZVPD.

Positions of all 12 atoms, in Å:
C: 0.57708 -0.99359 -1.23768
C: 0.28521 -0.14635 -0.31838
C: 0.95620 -1.78779 -2.12492
C: -0.09990 0.67829 0.63278
C: -1.55501 0.85227 0.96477
O: 0.80336 1.38466 1.34730
Cl: 3.46664 -2.12649 -1.52123
H: 0.95399 -2.52261 -2.87587
H: -1.68172 0.81513 2.04778
H: -1.92489 1.81193 0.60270
H: -2.14274 0.05917 0.51391
H: 0.36177 1.97538 1.96885

## Properties
Kohn-Sham gap (spin up / spin down)	0.271 / 0.254	hartree
LUMO (spin up / spin down)	-1.77 / -2.07	eV

=====

Stability summary - winner: (ii); margin: 0.0198 hartree.

=====

(i)
2 unconnected molecules or ions with the total composition C2H8N2S, computed with ωB97M-V/def2-TZVPD.

Positions of all 13 atoms, in Å:
C: -1.30243 -0.41017 1.01866
C: 1.63889 0.08855 -1.12140
N: -0.49777 0.65850 0.52456
N: 0.19815 0.33594 -1.39028
S: -0.64876 -0.96002 -1.99524
H: -2.22441 -0.54895 0.40926
H: -0.77503 -1.28689 1.00586
H: -1.66290 -0.32180 2.04093
H: 2.23634 1.03721 -1.02402
H: 1.75884 -0.44969 -0.15723
H: 2.03909 -0.40976 -1.99809
H: 0.44946 0.61555 0.90899
H: -1.66555 -0.39945 -2.67091

## Properties
Kohn-Sham gap (spin up / spin down)	0.318 / 0.314	hartree
LUMO (spin up / spin down)	0.11 / 0.20	eV

=====

(ii)
2 unconnected molecules or ions with the total composition C2H8N2S, computed with ωB97M-V/def2-TZVPD.

Positions of all 13 atoms, in Å:
H: 1.04063 -1.28601 3.10044
N: 0.62995 -0.61900 2.49644
C: 1.57891 -0.37814 1.66035
N: 1.57347 0.48425 0.58813
H: 2.72144 -0.63233 1.87167
H: 0.61613 0.75157 0.13531
H: 1.91611 0.07686 -0.28239
C: -2.15673 0.38949 -1.43724
S: -0.53320 0.49198 -2.49304
H: -2.35346 1.47025 -1.06895
H: -3.02839 0.01185 -2.08501
H: -2.04930 -0.29083 -0.61793
H: 0.04444 -0.46994 -1.86780

## Properties
SMILES	[H]/N=C/N.CS
Kohn-Sham gap	0.374	hartree
LUMO	0.68	eV

=====

(iii)
2 unconnected molecules or ions with the total composition C2H8N2S, computed with ωB97M-V/def2-TZVPD.

Positions of all 13 atoms, in Å:
H: -1.37052 3.18325 -0.78104
N: -1.15018 2.29118 -1.19430
C: 0.09395 2.14880 -1.38073
N: 0.62693 1.00513 -1.93736
H: 0.80107 2.94135 -1.12320
H: 0.05346 0.21584 -1.71895
H: 1.58919 0.87425 -1.67692
C: 0.27145 -2.20788 1.92606
S: -0.51819 -1.30872 0.57406
H: 1.29643 -1.88150 2.02072
H: -0.25813 -2.02886 2.85783
H: 0.25618 -3.28104 1.75510
H: -1.69165 -1.95179 0.67875

## Properties
SMILES	[H]/N=C/N.CS
Kohn-Sham gap	0.366	hartree
LUMO	0.80	eV

=====

Stability summary - winner: (iii); margin: 0.0366 hartree.